A) 14
Properties=species:S:1:pos:R:3:mulliken_charge:R:1 method="wB97M-V/def2-TZVPD" homo_ev=-10.508 gap_ev=11.177 smiles="CCC(=O)O.O"
H 0.6770 0.3963 -1.2272 0.2421
C -0.6757 1.2213 -0.0613 0.5593
O 0.0716 1.8628 0.6420 -0.5719
H 0.0584 -2.0132 -1.2812 0.2921
H -1.0339 0.0984 -1.8433 0.2539
H 2.7563 -2.3710 1.7440 0.3185
H 2.8037 -1.8926 0.2078 0.3240
C -0.3480 0.1052 -0.9515 -0.2434
H -1.1833 -1.6374 0.0779 0.3395
H -2.2354 2.2039 0.5116 0.3344
O -1.9790 1.5482 -0.1486 -0.4528
C -0.2739 -1.3585 -0.4597 -0.9303
H 0.5451 -1.4426 0.3082 0.1981
O 2.5605 -2.5820 0.8280 -0.6635

=====

B) 14
Properties=species:S:1:pos:R:3:mulliken_charge:R:1 method="wB97M-V/def2-TZVPD" homo_ev=-8.850 gap_ev=5.013
H -0.2833 -1.2901 -2.0979 0.3649
H -0.7929 2.4225 0.3651 -0.2202
C 0.2350 -0.6529 -1.3886 -0.0843
H -0.9794 -1.2566 1.4022 0.3920
H -1.3411 2.5238 0.8604 0.2126
C 0.7037 0.6557 -1.8323 -0.0476
C 0.2289 -1.0309 0.0001 -0.0598
O 1.2386 1.4571 -1.1105 -0.4007
H 0.1462 -0.1100 3.1778 0.2117
O -1.0329 -1.3234 0.3934 -0.4789
O -0.1649 -0.2203 2.2731 -0.8013
H 0.5902 -0.1709 0.6409 0.3123
H 0.9245 -1.8677 0.2152 0.2643
H 0.5275 0.8640 -2.8989 0.3350

=====

We find A) to be the most stable, with the next structure 715.9 kJ/mol higher.